115
Properties=species:S:1:pos:R:3:forces:R:3 method="wB97M-V/def2-TZVPD" largest_force_ev_per_a=0.9 lumo_ev=-0.03 homo_energy_ev=-7.161 total_charge=0 relative_energy_kcal_mol=12.74
Bi -0.685 -0.070 -0.095 -0.1 0.2 0.0
O 3.549 1.018 1.809 -0.2 -0.2 0.1
C 2.342 1.002 1.520 -0.7 0.1 0.6
O 1.464 0.158 1.840 0.5 0.1 -0.3
C 1.803 2.226 0.768 -0.1 0.0 -0.1
C 2.537 3.386 0.582 0.1 -0.1 0.0
C 1.943 4.458 -0.069 0.0 0.0 0.0
C 0.621 4.366 -0.487 0.1 0.1 0.0
C -0.045 3.179 -0.241 -0.1 -0.1 0.1
N 0.545 2.149 0.350 0.1 0.1 0.0
C -1.512 2.958 -0.562 -0.1 0.0 0.0
O -2.155 3.846 -1.088 0.0 -0.1 0.0
O -1.979 1.792 -0.215 0.1 0.1 0.0
H 3.557 3.419 0.941 -0.2 0.0 0.0
H 2.503 5.371 -0.237 0.0 0.0 0.0
H 0.096 5.179 -0.968 0.0 0.0 0.0
C -2.095 -1.829 -4.599 0.0 0.0 0.1
C -1.094 -1.423 -3.518 0.0 0.1 -0.1
C 0.355 -1.567 -3.988 0.0 0.0 0.0
P -1.393 0.225 -2.730 -0.1 -0.2 -0.3
C -1.005 1.633 -3.854 0.1 0.0 0.0
C -1.420 1.404 -5.313 0.1 0.1 0.0
C 0.468 2.052 -3.792 0.0 0.0 0.0
C -3.177 0.269 -2.435 0.1 0.1 0.1
C -4.078 1.007 -3.192 0.0 -0.1 0.0
C -5.448 0.939 -2.972 0.0 0.0 0.0
C -6.410 1.804 -3.746 0.0 0.0 0.0
C -5.889 0.070 -1.981 0.0 0.0 0.0
C -5.006 -0.630 -1.175 0.0 0.0 0.0
C -3.622 -0.485 -1.332 0.1 -0.1 0.1
N -2.692 -1.063 -0.471 -0.1 0.0 0.0
C -3.194 -1.961 0.519 0.0 0.0 -0.1
C -3.681 -1.495 1.745 0.0 0.0 0.0
C -3.816 -0.021 2.027 0.0 -0.1 0.0
C -4.071 -2.419 2.714 0.0 0.0 0.0
C -4.014 -3.787 2.490 0.0 0.0 0.0
C -4.420 -4.775 3.553 0.0 0.0 0.0
C -3.591 -4.226 1.239 0.0 0.0 0.0
C -3.194 -3.337 0.249 0.0 0.0 0.0
C -2.801 -3.847 -1.113 0.0 0.0 0.0
H -1.981 -2.894 -4.815 0.0 0.0 0.0
H -1.924 -1.284 -5.527 0.0 0.0 0.0
H -3.125 -1.656 -4.284 0.0 0.0 0.0
H -1.248 -2.083 -2.658 0.0 0.0 0.0
H 0.526 -1.000 -4.907 0.0 0.0 0.0
H 0.568 -2.617 -4.204 0.0 0.0 0.0
H 1.078 -1.225 -3.246 0.0 0.0 0.0
H -1.604 2.442 -3.423 0.0 0.0 0.0
H -0.731 0.711 -5.798 0.0 0.0 0.0
H -1.360 2.355 -5.848 0.0 0.0 0.0
H -2.428 1.014 -5.429 0.0 0.0 0.0
H 1.094 1.376 -4.378 0.0 0.0 0.1
H 0.869 2.057 -2.778 0.0 0.0 0.0
H 0.575 3.059 -4.203 0.0 0.0 0.0
H -3.720 1.668 -3.969 0.0 0.0 0.0
H -5.965 2.154 -4.679 0.0 0.0 0.0
H -6.690 2.686 -3.166 0.0 0.0 0.0
H -7.326 1.263 -3.988 0.0 0.0 0.0
H -6.955 -0.046 -1.815 0.0 0.0 0.0
H -5.385 -1.271 -0.389 0.0 0.0 0.0
H -3.023 0.576 1.576 0.0 0.0 0.0
H -3.835 0.170 3.101 0.0 0.0 0.0
H -4.749 0.361 1.606 0.0 0.0 0.0
H -4.437 -2.052 3.669 0.0 0.0 0.0
H -4.654 -4.273 4.492 0.0 0.0 0.0
H -3.622 -5.496 3.742 0.0 0.0 0.0
H -5.302 -5.341 3.246 0.0 0.0 0.0
H -3.580 -5.292 1.028 0.0 0.0 0.0
H -3.098 -4.890 -1.228 0.0 0.0 0.0
H -1.722 -3.773 -1.258 0.0 0.0 0.0
H -3.281 -3.262 -1.900 0.0 0.0 0.0
C 1.114 -5.004 0.173 0.0 0.0 0.0
O 0.680 -4.353 1.375 0.0 0.0 -0.1
C 0.123 -3.151 1.195 0.0 -0.1 -0.1
O -0.028 -2.648 0.090 0.0 0.2 0.2
N -0.237 -2.625 2.383 -0.1 -0.1 0.0
N -0.691 -1.309 2.473 0.1 0.1 0.0
H 1.683 -5.869 0.500 0.0 0.0 0.0
H 1.738 -4.339 -0.420 0.0 0.0 0.0
H 0.255 -5.319 -0.417 0.0 0.0 0.0
H 0.095 -3.098 3.208 0.1 0.0 0.0
H 0.088 -0.686 2.706 0.0 -0.1 0.1
H -1.449 -1.261 3.140 -0.1 0.0 -0.1
C 5.131 -1.969 -5.480 0.0 0.0 0.0
C 6.139 -0.932 -4.989 -0.1 0.0 0.0
C 5.635 0.504 -5.134 0.0 -0.1 0.1
C 4.529 0.851 -4.147 0.1 -0.1 0.1
N 5.070 0.942 -2.798 -0.2 0.0 0.0
C 4.328 0.796 -1.673 0.3 0.1 0.2
S 2.769 0.138 -1.691 -0.1 -0.1 -0.1
N 4.877 1.175 -0.515 0.1 0.1 -0.7
C 6.210 1.714 -0.301 -0.1 -0.1 0.0
C 6.232 2.551 0.981 0.0 0.0 0.0
C 6.041 4.042 0.717 0.0 0.0 0.1
C 5.712 4.815 1.990 0.1 0.0 0.0
H 5.529 -2.979 -5.382 0.0 0.0 0.0
H 4.887 -1.804 -6.533 0.0 0.0 0.0
H 4.202 -1.927 -4.907 0.0 0.0 0.0
H 7.070 -1.040 -5.549 0.0 0.0 0.0
H 6.375 -1.123 -3.939 0.0 0.0 0.0
H 5.252 0.660 -6.146 0.0 0.0 0.0
H 6.468 1.205 -5.005 0.0 0.0 0.0
H 3.760 0.082 -4.133 0.0 0.0 0.0
H 4.038 1.788 -4.426 0.0 0.0 0.0
H 5.929 1.459 -2.712 0.1 0.0 0.0
H 4.293 1.034 0.312 0.1 0.0 0.3
H 6.488 2.356 -1.142 0.1 0.1 0.0
H 6.947 0.907 -0.254 0.0 -0.1 0.0
H 7.173 2.386 1.510 0.0 0.1 0.0
H 5.434 2.203 1.643 0.1 -0.1 0.0
H 5.234 4.175 -0.012 0.1 0.0 0.0
H 6.946 4.453 0.259 0.0 0.0 -0.1
H 4.729 4.528 2.373 0.1 0.0 0.1
H 5.709 5.892 1.819 0.0 0.0 0.0
H 6.443 4.602 2.774 0.0 0.0 0.0



110
Properties=species:S:1:pos:R:3:forces:R:3 method="wB97M-V/def2-TZVPD" largest_force_ev_per_a=0.6 lumo_ev=1.76 homo_energy_ev=-1.718 total_charge=-1
Ca 1.089 0.288 -1.934 0.0 -0.1 -0.2
C 1.427 3.521 -4.451 0.0 0.0 0.0
N 0.483 2.514 -4.004 0.0 0.0 0.0
C -0.096 1.842 -5.159 0.0 0.0 0.0
C -0.566 3.088 -3.164 0.0 0.0 0.0
C -0.048 3.453 -1.784 0.0 0.0 -0.1
N 0.218 2.288 -0.943 0.0 -0.5 0.1
C -1.030 1.722 -0.358 -0.1 0.1 0.1
C -1.377 0.211 -0.519 -0.2 -0.1 0.2
C -2.526 -0.063 0.429 0.0 0.0 0.0
C -2.881 -1.511 0.312 0.0 0.1 0.0
C -3.095 -2.118 -0.874 0.0 0.0 0.0
C -2.607 -1.367 -2.052 0.1 0.0 -0.1
C -1.710 -0.347 -1.927 0.0 0.0 0.1
O -0.919 0.093 -2.926 0.2 0.2 0.3
C -2.906 -1.943 -3.445 0.0 0.0 0.0
C -4.053 -2.961 -3.402 0.0 0.0 0.0
C -3.343 -0.834 -4.414 0.0 0.0 0.0
C -1.660 -2.654 -3.996 0.0 0.0 0.0
C -2.463 -2.985 2.338 0.0 0.0 0.0
C -1.111 -3.600 1.942 0.0 0.0 0.0
C -2.472 -2.670 3.833 0.0 0.0 0.0
C -3.596 -3.958 2.007 0.0 0.0 0.0
C 1.313 2.615 0.020 -0.1 0.1 0.1
C 1.423 1.719 1.217 0.0 0.0 0.0
C 1.093 2.192 2.420 0.0 0.0 0.0
C 1.032 1.150 3.485 0.1 0.0 0.0
C 2.176 0.205 3.506 0.0 0.0 0.0
C 2.496 -0.304 2.318 0.0 0.0 0.0
C 1.699 0.221 1.084 0.0 -0.1 0.1
O 2.280 -0.097 -0.087 -0.3 0.3 -0.4
C 3.556 -1.382 2.132 0.0 0.0 0.0
C 2.945 -2.604 1.430 0.0 0.0 0.0
C 4.749 -0.847 1.322 0.0 0.0 0.0
C 4.098 -1.855 3.485 0.0 0.0 0.0
C -0.878 2.046 5.165 0.1 0.1 0.1
C -0.601 3.477 4.705 -0.1 0.0 0.0
C -2.343 1.693 4.948 0.0 0.0 0.0
C -0.522 1.930 6.649 0.1 0.0 0.0
H 0.933 4.318 -5.032 0.0 0.0 0.0
H 2.178 3.056 -5.091 0.0 0.0 0.0
H 1.951 3.977 -3.612 0.0 0.0 0.0
H -0.640 2.546 -5.813 0.0 0.0 0.0
H -0.769 1.062 -4.812 0.0 0.0 0.0
H 0.703 1.388 -5.753 0.0 0.0 0.0
H -1.343 2.328 -3.067 0.0 0.0 0.0
H -1.006 3.983 -3.640 0.0 0.0 0.0
H -0.762 4.125 -1.286 0.0 0.0 0.0
H 0.886 4.010 -1.878 0.0 0.0 0.0
H -1.885 2.263 -0.770 0.0 0.0 0.0
H -1.028 1.906 0.720 0.0 0.0 0.0
H -3.354 0.617 0.194 0.0 0.0 0.0
H -3.282 -3.178 -0.973 0.0 0.0 0.0
H -4.927 -2.543 -2.898 0.0 0.0 0.0
H -3.773 -3.877 -2.881 0.0 0.0 0.0
H -4.334 -3.233 -4.424 0.0 0.0 0.0
H -4.258 -0.361 -4.049 0.0 0.0 0.0
H -3.546 -1.256 -5.405 0.0 0.0 0.0
H -2.573 -0.073 -4.498 0.0 0.0 0.0
H -1.350 -3.448 -3.312 0.0 0.0 0.0
H -0.844 -1.939 -4.097 0.0 0.0 0.0
H -1.866 -3.103 -4.974 0.0 0.0 0.0
H -0.303 -2.910 2.190 0.0 0.0 0.0
H -1.082 -3.770 0.863 0.0 0.0 0.0
H -0.945 -4.552 2.457 0.0 0.0 0.0
H -1.697 -1.940 4.070 0.0 0.0 0.0
H -2.293 -3.583 4.408 0.0 0.0 0.0
H -3.433 -2.243 4.123 0.0 0.0 0.0
H -3.580 -4.227 0.950 0.0 0.0 0.0
H -4.561 -3.498 2.229 0.0 0.0 0.0
H -3.495 -4.873 2.596 0.0 0.0 0.0
H 1.163 3.634 0.406 0.0 0.0 0.0
H 2.243 2.622 -0.561 0.0 0.0 0.0
H 0.761 3.210 2.567 0.0 0.0 0.0
H 2.617 -0.097 4.446 0.0 0.0 0.0
H 2.553 -2.331 0.454 0.0 0.0 0.0
H 2.125 -3.013 2.023 0.0 0.0 0.0
H 3.710 -3.380 1.316 0.0 0.0 0.0
H 4.421 -0.530 0.335 0.0 0.0 0.0
H 5.513 -1.626 1.226 0.0 0.0 0.0
H 5.197 0.009 1.834 0.0 0.0 0.0
H 3.302 -2.263 4.111 0.0 0.0 0.0
H 4.588 -1.045 4.030 0.0 0.0 0.0
H 4.839 -2.641 3.318 0.0 0.0 0.0
H -1.030 3.668 3.720 0.0 0.0 0.0
H 0.471 3.677 4.673 0.0 0.0 0.1
H -1.058 4.177 5.408 0.0 0.0 0.0
H -2.574 1.603 3.885 0.0 0.0 0.0
H -2.983 2.448 5.414 0.0 0.0 0.0
H -2.569 0.718 5.384 0.0 0.0 0.0
H 0.528 2.186 6.812 0.0 0.0 0.0
H -0.678 0.904 6.984 0.0 0.0 0.0
H -1.141 2.600 7.251 0.0 0.0 0.0
O -0.248 -0.638 -0.134 0.2 0.2 -0.1
N 0.279 -0.499 1.187 0.1 0.0 0.0
C -0.750 -0.143 2.158 -0.1 0.0 0.0
C -0.254 0.512 3.203 0.1 0.1 0.0
N -0.062 1.026 4.472 -0.3 -0.2 0.0
C -2.219 -0.319 1.946 0.0 0.1 0.0
N -2.667 -1.748 1.624 -0.1 -0.1 0.0
C 3.674 -0.806 -4.427 0.0 0.0 0.0
C 3.711 0.661 -4.099 0.1 0.0 0.0
C 4.708 1.505 -4.845 0.0 0.0 0.0
O 2.970 1.161 -3.277 0.2 -0.3 0.0
H 3.585 -0.950 -5.505 0.0 0.0 0.0
H 2.847 -1.304 -3.924 0.0 0.0 0.0
H 4.612 -1.268 -4.115 0.0 0.0 0.0
H 5.642 0.967 -5.006 0.0 0.0 0.0
H 4.885 2.435 -4.311 0.0 0.0 0.0
H 4.291 1.740 -5.828 0.0 0.0 0.0



Respective orbital gap values: 7.13 3.48 eV.